Entry 1:
The following is a quantum chemistry calculation of a molecular structure, C5H6CuLiO4 in a non-equilibrium geometry, from the Open Molecules 2025 dataset.

The geometry in XYZ format:
```
17
C5H6CuLiO4 | the Open Molecules 2025 dataset | ωB97M-V/def2-TZVPD
O 2.14270 -1.62360 2.54410
C 0.72079 -0.76026 0.80949
C -0.45401 -1.03545 -0.00762
C -0.87169 2.07720 -0.96253
H 1.47191 0.12936 1.10556
H 0.96414 -0.44233 -1.75717
Cu 2.71633 -1.84383 0.75941
O -2.00787 1.61559 -1.23060
O -0.66567 3.28690 -0.69286
H 0.10469 -1.80329 2.56344
C 0.05161 -0.10712 -1.24875
H -1.38123 -0.72236 0.49334
Li -2.59440 3.47974 -0.97942
O 0.21853 1.28917 -1.00857
C 0.94445 -1.27933 2.07658
H -0.64954 -2.02534 -0.43741
H -0.71073 -0.23504 -2.02698
```

Results
E	-58307.421	eV
total charge	+1
largest force on an atom	5.205	eV/Å
molecular weight	200.59	g/mol
energy above the lowest of the compared OMol25 structures with the same formula, charge and spin	110.8	kJ/mol
Kohn-Sham gap (spin up / spin down)	7.27 / 5.94	eV
spin multiplicity	2
HOMO (spin up / spin down)	-12.8 / -12.8	eV


Entry 2:
The following is a quantum chemistry calculation of a single C5H6F2 molecule in a non-equilibrium geometry, from the Open Molecules 2025 dataset.

The geometry in XYZ format:
```
13
C5H6F2 | the Open Molecules 2025 dataset | ωB97M-V/def2-TZVPD
H -1.90929 -1.65345 -0.48578
H -1.31141 -1.44025 1.14818
H 1.62234 1.42542 0.85650
F 3.20186 0.26354 0.06566
C 0.96270 -0.08939 -0.43364
C 1.88826 0.64834 0.17110
C -1.02521 1.24695 -0.03153
F -2.32642 1.46000 0.27392
H 1.11490 -0.83858 -1.23964
H -0.27139 -2.05089 -0.07909
H -0.45409 2.23213 -0.19508
C -1.03637 -1.27323 0.10076
C -0.45588 0.06942 -0.15137
```

Results
E	-10715.269	eV
total charge	0
largest force on an atom	2.555	eV/Å
molecular weight	104.10	g/mol
energy above the lowest of the compared OMol25 structures with the same formula, charge and spin	60.1	kJ/mol
Kohn-Sham gap	10.07	eV
SMILES	CC(/C=C/F)=C\F
HOMO	-9.1	eV